[1]
91
Properties=species:S:1:pos:R:3 method="wB97M-V/def2-TZVPD" s_squared=0.97 multiplicity=2 largest_force_ev_per_a=2.3 total_charge=+1 gap_ev="5.4 / 3.6" energy_ha=-5768.5372
Ru -1.09 0.07 -0.08
C -5.21 4.98 1.41
C -4.74 4.81 2.73
C -3.92 3.75 3.08
C -3.59 2.85 2.07
C -2.66 1.72 2.04
N -1.96 1.40 3.05
C -0.84 0.62 2.97
C 0.07 0.52 4.07
C -0.07 0.96 5.40
C 1.00 0.85 6.24
C 2.23 0.34 5.75
C 2.38 -0.09 4.46
C 1.26 -0.03 3.60
C 0.99 -0.31 2.22
N 0.99 -2.36 0.88
C 0.48 -2.61 -0.38
N -0.30 -1.72 -0.97
C -0.47 -2.15 -2.27
N -1.26 -1.66 -3.21
C -2.09 -0.67 -2.97
N -2.16 0.15 -1.89
C -3.31 0.90 -2.06
N -3.83 1.79 -1.28
C -3.46 1.95 0.00
N -2.65 1.16 0.74
C -4.04 3.02 0.79
C -4.86 4.08 0.42
C -3.95 0.59 -3.36
C -5.11 1.05 -3.94
C -5.46 0.48 -5.17
C -4.68 -0.52 -5.76
C -3.51 -0.97 -5.14
C -3.18 -0.39 -3.94
C 0.28 -3.40 -2.46
C 0.47 -4.21 -3.57
C 1.25 -5.34 -3.40
C 1.82 -5.66 -2.16
C 1.63 -4.85 -1.06
C 0.84 -3.72 -1.23
N -0.27 0.10 1.87
H -5.84 5.82 1.17
H -5.03 5.53 3.48
H -3.55 3.62 4.09
H -1.01 1.39 5.74
H 0.93 1.18 7.26
H 3.09 0.30 6.42
H 3.35 -0.44 4.12
H -5.20 4.20 -0.60
H -5.71 1.81 -3.47
H -6.37 0.81 -5.67
H -4.99 -0.94 -6.70
H -2.90 -1.75 -5.58
H 0.03 -3.95 -4.52
H 1.42 -6.00 -4.25
H 2.43 -6.56 -2.07
H 2.08 -5.09 -0.10
F 3.38 5.17 2.44
C 2.96 4.12 1.77
C 3.82 3.06 1.54
F 5.06 3.11 1.99
C 3.37 1.96 0.84
F 4.30 1.04 0.59
C 2.06 1.84 0.38
P 1.34 0.28 -0.27
C 1.69 -0.97 1.16
C 0.77 -3.28 1.80
C 1.49 -3.45 3.00
C 2.75 -2.98 3.22
C 3.55 -2.19 2.33
C 3.12 -1.34 1.39
C 2.35 -0.12 -1.72
C 2.36 0.83 -2.75
C 3.03 0.57 -3.93
C 3.68 -0.64 -4.11
C 3.66 -1.59 -3.10
C 3.00 -1.33 -1.91
C 1.26 2.99 0.52
Br -0.32 3.20 -0.44
C 1.69 4.09 1.22
F 0.95 5.18 1.36
H -0.06 -3.95 1.59
H 1.06 -4.12 3.72
H 3.24 -3.34 4.11
H 4.62 -2.27 2.47
H 3.87 -0.91 0.74
H 1.84 1.78 -2.62
H 3.03 1.32 -4.72
H 4.20 -0.84 -5.03
H 4.17 -2.54 -3.24
H 3.00 -2.09 -1.14


[2]
14
Properties=species:S:1:pos:R:3 method="wB97M-V/def2-TZVPD" de_lowest_ev=3.290 largest_force_ev_per_a=0.2 gap_ev=10.6 energy_ha=-307.5915
C -1.26 -1.02 0.09
C -0.20 -0.06 0.60
C 1.25 -0.35 0.24
O 1.52 0.97 -0.35
C -0.11 1.28 -0.18
O -0.34 1.27 -1.47
H -2.26 -0.68 0.37
H -1.11 -2.02 0.49
H -1.21 -1.06 -1.01
H -0.31 0.13 1.68
H 1.93 -0.51 1.08
H 1.40 -1.14 -0.51
H 0.95 0.98 -1.39
H -0.25 2.22 0.37


[3]
45
Properties=species:S:1:pos:R:3 method="wB97M-V/def2-TZVPD" de_lowest_ev=0.204 largest_force_ev_per_a=0.8 gap_ev=8.2 energy_ha=-1212.7633
O -2.51 -2.13 1.52
C -2.15 -1.68 0.46
C -0.82 -2.12 -0.17
N -0.02 -0.97 -0.56
C 1.18 -1.31 -1.31
C 2.44 -1.38 -0.45
N 2.67 -0.08 0.14
C 3.93 0.43 0.33
C 4.17 1.82 0.38
C 5.43 2.33 0.59
C 6.52 1.50 0.75
C 6.33 0.13 0.71
C 5.06 -0.38 0.52
F 4.94 -1.74 0.54
C 1.50 0.75 0.32
C 0.30 -0.15 0.60
C -2.93 -0.73 -0.31
C -2.65 -0.21 -1.56
N -3.63 0.65 -1.93
C -4.59 0.71 -0.95
C -5.76 1.45 -0.89
C -6.54 1.31 0.24
C -6.14 0.45 1.27
F -6.94 0.36 2.35
C -4.97 -0.28 1.23
C -4.18 -0.15 0.09
H -1.05 -2.70 -1.06
H -0.31 -2.77 0.56
H 1.32 -0.55 -2.09
H 1.03 -2.27 -1.82
H 2.32 -2.15 0.32
H 3.28 -1.66 -1.08
H 3.34 2.50 0.24
H 5.56 3.40 0.62
H 7.51 1.90 0.91
H 7.14 -0.56 0.85
H 1.66 1.40 1.18
H 1.29 1.37 -0.56
H -0.58 0.47 0.83
H 0.51 -0.76 1.49
H -1.80 -0.39 -2.18
H -3.66 1.16 -2.80
H -6.06 2.10 -1.70
H -7.47 1.85 0.35
H -4.69 -0.93 2.04


[4]
82
Properties=species:S:1:pos:R:3 method="wB97M-V/def2-TZVPD" de_lowest_ev=0.000 s_squared=0.76 multiplicity=2 largest_force_ev_per_a=0.4 total_charge=-1 gap_ev="5.4 / 6.5" energy_ha=-7108.1136
Ir -1.23 -0.51 -1.68
O -3.41 -4.89 -1.99
C -3.71 -4.99 -0.69
C -4.17 -6.23 -0.22
C -4.49 -6.40 1.11
C -4.36 -5.34 2.01
C -3.90 -4.12 1.55
C -3.57 -3.92 0.21
C -3.04 -2.61 -0.26
O -2.81 -2.45 -1.50
N -2.80 -1.72 0.68
N -2.21 -0.58 0.15
C -2.03 0.34 1.04
S -1.25 1.85 0.64
C -1.87 2.68 2.13
C -1.83 1.69 3.27
S -2.55 0.12 2.69
H -3.12 -3.94 -2.12
H -4.26 -7.04 -0.94
H -4.84 -7.37 1.45
H -4.61 -5.48 3.05
H -3.78 -3.29 2.23
H -2.90 3.03 1.96
H -1.24 3.55 2.31
H -2.42 2.03 4.12
H -0.80 1.51 3.60
C 0.04 6.41 -0.66
C -0.37 5.13 -1.34
C 0.56 4.34 -1.99
C 0.20 3.16 -2.65
C 1.25 2.34 -3.33
C -1.14 2.76 -2.64
Se -1.65 1.10 -3.48
C -2.10 3.55 -1.99
C -3.53 3.12 -1.89
C -1.70 4.72 -1.36
H 1.12 6.46 -0.54
H -0.42 6.50 0.32
H -0.26 7.29 -1.24
H 1.61 4.63 -1.99
H 2.24 2.76 -3.14
H 1.09 2.30 -4.40
H 1.23 1.30 -2.98
H -3.59 2.11 -1.46
H -4.00 3.05 -2.87
H -4.10 3.81 -1.27
H -2.44 5.32 -0.84
C 0.43 -0.81 -1.36
Ge 1.95 -0.76 -0.13
C 2.06 0.87 0.93
C 1.85 0.88 2.31
C 1.88 2.06 3.03
C 2.11 3.27 2.38
C 2.31 3.28 1.01
C 2.28 2.10 0.30
C 1.58 -2.30 1.01
C 2.43 -2.64 2.06
C 2.15 -3.72 2.89
C 1.00 -4.47 2.68
C 0.14 -4.14 1.64
C 0.44 -3.07 0.81
C 3.59 -0.95 -1.17
C 3.66 -1.93 -2.16
C 4.80 -2.08 -2.94
C 5.89 -1.24 -2.75
C 5.84 -0.26 -1.77
C 4.70 -0.12 -0.99
H 1.65 -0.05 2.83
H 1.72 2.05 4.10
H 2.13 4.20 2.95
H 2.46 4.22 0.49
H 2.41 2.13 -0.78
H 3.33 -2.06 2.24
H 2.82 -3.96 3.71
H 0.77 -5.30 3.34
H -0.76 -4.72 1.47
H -0.25 -2.82 0.00
H 2.81 -2.58 -2.34
H 4.83 -2.84 -3.71
H 6.77 -1.35 -3.36
H 6.68 0.40 -1.61
H 4.67 0.65 -0.22


[5]
75
Properties=species:S:1:pos:R:3 method="wB97M-V/def2-TZVPD" de_lowest_ev=0.975 largest_force_ev_per_a=1.3 gap_ev=8.5 energy_ha=-1926.3174
C -1.53 -5.90 -0.45
O -1.80 -4.55 -0.72
C -1.79 -3.65 0.31
C -1.68 -4.04 1.64
C -1.76 -3.10 2.66
C -1.91 -1.76 2.35
C -1.97 -1.34 1.03
C -2.13 0.13 0.73
C -1.75 1.07 1.89
O -2.49 1.97 2.25
N -0.52 0.87 2.38
C 0.02 1.65 3.46
C 1.48 1.29 3.69
C 2.38 1.49 2.45
C 2.92 0.09 2.15
C 2.74 -0.61 3.50
O 1.55 -0.08 4.04
N -1.36 0.59 -0.44
C -0.11 0.15 -0.65
O 0.49 -0.56 0.12
C 0.49 0.58 -2.00
N 1.71 -0.13 -2.22
N 1.75 -1.30 -2.86
N 2.93 -1.78 -2.85
C 3.74 -0.93 -2.17
C 5.11 -0.97 -1.87
C 5.63 0.09 -1.17
C 4.83 1.17 -0.76
C 3.49 1.24 -1.03
C 2.95 0.17 -1.74
C -2.01 1.55 -1.26
C -2.99 1.12 -2.14
C -3.66 2.03 -2.94
C -3.36 3.38 -2.84
C -2.42 3.82 -1.93
C -1.73 2.92 -1.12
C -0.74 3.39 -0.12
C -1.24 4.45 0.82
O 0.38 2.93 -0.05
C -1.93 -2.29 0.00
O -2.11 -1.81 -1.28
C -1.45 -2.44 -2.37
H -2.31 -6.35 0.17
H -0.56 -6.03 0.04
H -1.52 -6.39 -1.42
H -1.56 -5.08 1.90
H -1.70 -3.42 3.69
H -1.99 -1.04 3.15
H -3.19 0.33 0.50
H 0.03 0.09 2.04
H -0.55 1.46 4.38
H -0.08 2.72 3.22
H 1.86 1.90 4.53
H 3.19 2.18 2.67
H 1.80 1.89 1.61
H 2.31 -0.40 1.39
H 3.95 0.09 1.82
H 3.59 -0.40 4.16
H 2.60 -1.69 3.42
H -0.20 0.34 -2.81
H 0.69 1.65 -1.97
H 5.71 -1.80 -2.19
H 6.68 0.10 -0.92
H 5.30 1.98 -0.21
H 2.87 2.06 -0.71
H -3.21 0.07 -2.19
H -4.41 1.69 -3.63
H -3.87 4.10 -3.47
H -2.19 4.87 -1.86
H -0.41 4.91 1.35
H -1.84 5.20 0.31
H -1.89 3.94 1.54
H -0.39 -2.60 -2.16
H -1.55 -1.74 -3.20
H -1.92 -3.38 -2.63


[6]
77
Properties=species:S:1:pos:R:3 method="wB97M-V/def2-TZVPD" de_lowest_ev=0.752 largest_force_ev_per_a=0.7 total_charge=+2 gap_ev=5.5 energy_ha=-2457.5958
Al -0.09 1.16 -1.31
O -6.44 3.06 -0.13
C -5.59 3.88 -0.52
O -5.55 5.06 -0.86
C -4.18 3.16 -0.78
C -3.13 3.87 -1.35
C -1.95 3.21 -1.58
N -1.82 1.91 -1.30
C -2.85 1.19 -0.83
C -4.06 1.78 -0.58
C -2.47 -0.22 -0.56
C -3.35 -1.20 -0.15
C -2.88 -2.47 0.11
C -1.52 -2.73 -0.03
C -0.69 -1.72 -0.45
N -1.15 -0.48 -0.73
C -0.69 3.78 -2.13
C -0.52 5.10 -2.47
C 0.67 5.51 -3.04
C 1.67 4.56 -3.28
C 1.44 3.26 -2.90
N 0.31 2.87 -2.30
H -3.29 4.92 -1.56
H -4.93 1.26 -0.19
H -4.40 -0.96 -0.04
H -3.55 -3.25 0.43
H -1.10 -3.71 0.18
H 0.37 -1.89 -0.55
H -1.33 5.80 -2.31
H 0.83 6.54 -3.30
H 2.59 4.84 -3.76
H 2.18 2.50 -3.09
C 2.76 -2.97 -3.35
N 2.41 -1.58 -2.96
C 1.21 -1.06 -2.86
N 1.28 0.09 -2.17
C 2.63 0.21 -1.89
N 3.33 -0.78 -2.35
C 2.42 -3.87 -2.18
C 1.56 -4.96 -2.31
C 1.14 -5.65 -1.18
C 1.49 -5.22 0.09
C 2.36 -4.13 0.22
C 2.86 -3.51 -0.92
C 2.61 -3.41 1.47
N 3.54 -2.53 1.65
N 3.17 -1.78 2.76
C 2.04 -2.26 3.16
O 1.64 -3.32 2.41
C 1.07 -1.56 4.01
C -0.01 -2.18 4.64
C -1.01 -1.39 5.19
C -1.00 -0.01 5.03
C 0.08 0.60 4.40
C 0.06 2.06 4.01
N 0.38 2.17 2.56
C -0.14 1.45 1.58
N 0.52 1.72 0.45
C 1.46 2.66 0.83
N 1.40 2.93 2.10
C 1.14 -0.18 3.95
H 3.82 -2.97 -3.59
H 2.18 -3.23 -4.23
H 0.31 -1.50 -3.27
H 3.06 1.02 -1.33
H 1.21 -5.27 -3.29
H 0.50 -6.52 -1.29
H 1.11 -5.72 0.97
H 3.55 -2.69 -0.78
H -0.06 -3.26 4.70
H -1.84 -1.86 5.70
H -1.84 0.58 5.38
H 0.81 2.66 4.52
H -0.92 2.51 4.19
H -0.95 0.74 1.70
H 2.17 3.11 0.16
H 2.00 0.27 3.47